No. 1
Computed, not measured: 3 unconnected molecules or ions with the total composition CH8N2O3, with ωB97M-V with the def2-TZVPD basis set.

Calculated values
- Spin multiplicity: 1
- Energy: -10290.3794 eV
- Orbital gap: 10.71 eV
- SMILES string: NC(N)=O.O.O

The geometry in XYZ format:
```
14
CH8N2O3, DFT ωB97M-V with the def2-TZVPD basis set
N -1.300 -2.237 -1.330
C -0.491 -1.506 -0.506
N -1.122 -0.514 0.190
O 0.698 -1.735 -0.372
H -2.288 -2.074 -1.374
H -0.869 -2.989 -1.839
H -0.617 -0.030 0.907
H -2.036 -0.149 -0.039
O 1.812 3.603 -1.631
H 1.008 3.941 -1.225
H 2.529 4.052 -1.161
O 0.643 0.177 2.757
H 1.121 -0.083 3.549
H 0.911 -0.455 2.075
```

Atomic partial charges in e from the natural (NBO) method, atoms 1 to 5: -0.848 0.773 -0.854 -0.669 0.388

---

No. 2
Computed, not measured: 2 unconnected molecules or ions with the total composition C4H12O6P2, with ωB97M-V with the def2-TZVPD basis set.

Calculated values
- Spin multiplicity: 1
- Energy: -35202.2918 eV
- Orbital gap: 8.17 eV

The geometry in XYZ format:
```
24
C4H12O6P2, DFT ωB97M-V with the def2-TZVPD basis set
C 2.069 -0.647 -0.513
C 0.793 0.117 -0.231
C 3.228 0.082 0.260
C -3.659 -0.034 0.400
O 4.348 -0.663 0.325
O 3.521 1.208 -0.497
O 2.777 0.505 1.515
O -3.257 0.364 1.617
O -4.895 0.267 0.095
O -3.441 -1.390 0.216
P -0.612 -0.579 -1.414
P -2.096 1.057 -1.230
H 2.266 -0.669 -1.590
H 1.823 -1.601 -0.170
H 0.839 1.163 -0.356
H 0.260 0.002 0.732
H 5.222 -0.198 0.606
H 3.110 1.112 -1.347
H 3.408 1.175 1.803
H -2.363 -0.017 1.881
H -5.218 1.055 0.693
H -4.241 -1.753 -0.240
H -1.021 -1.234 -0.273
H -2.861 0.678 -2.285
```

Atomic partial charges in e from the natural (NBO) method, atoms 1 to 5: -0.462 -0.612 0.736 0.821 -0.726

---

No. 3
Computed, not measured: a molecular structure, C34H48EuN10S4, with ωB97M-V with the def2-TZVPD basis set.

Calculated values
- Spin multiplicity: 8
- Energy: -113599.5624 eV
- Orbital gap (spin up / spin down): 7.81 / 8.64 eV
- Net charge: +2
- Expectation value of S²: 15.759

The geometry in XYZ format:
```
97
C34H48EuN10S4, DFT ωB97M-V with the def2-TZVPD basis set
Eu -0.188 0.176 0.067
C 1.090 -4.426 2.648
C 0.650 -3.187 3.424
C 1.842 -2.527 4.120
C -0.239 -2.221 2.645
C -0.772 -2.517 1.389
C -1.930 -1.887 0.931
C -2.568 -0.913 1.696
C -3.982 -0.489 1.389
C -1.919 -0.479 2.850
C -0.778 -1.117 3.309
H 1.764 -5.021 3.267
H 1.622 -4.160 1.733
H 0.244 -5.065 2.387
H -0.019 -3.539 4.216
H 2.628 -2.302 3.400
H 2.263 -3.213 4.856
H 1.579 -1.607 4.646
H -0.393 -3.361 0.828
H -2.436 -2.291 0.065
H -4.264 0.415 1.936
H -4.671 -1.271 1.713
H -4.148 -0.339 0.319
H -2.378 0.284 3.469
H -0.384 -0.829 4.279
C 5.150 0.766 -1.026
C 4.256 1.712 -0.229
S 2.862 1.012 0.691
C 3.645 -0.227 1.745
C 3.984 -1.579 1.108
S 2.720 -2.179 -0.046
C 3.798 -2.864 -1.329
C 4.820 -1.912 -1.970
S 4.277 -0.208 -2.285
H 5.689 0.091 -0.366
H 5.897 1.370 -1.541
H 3.792 2.459 -0.878
H 4.869 2.250 0.495
H 2.926 -0.367 2.551
H 4.541 0.210 2.189
H 4.127 -2.320 1.894
H 4.916 -1.521 0.557
H 3.114 -3.258 -2.079
H 4.328 -3.715 -0.899
H 5.104 -2.319 -2.940
H 5.736 -1.862 -1.386
N 1.549 0.001 -4.147
C 1.374 -1.363 -4.166
C 0.825 -1.668 -2.958
N 0.674 -0.529 -2.208
C 1.126 0.455 -2.948
C 1.105 1.833 -2.478
N 0.624 2.153 -1.298
C 0.720 3.521 -1.204
C 1.258 4.030 -2.347
N 1.496 2.939 -3.152
H 2.014 0.526 -4.867
H 1.641 -1.974 -5.014
H 0.520 -2.635 -2.590
H 0.416 4.062 -0.319
H 1.490 5.040 -2.646
H 1.905 2.981 -4.069
N -2.213 2.060 0.441
C -1.366 2.694 1.379
N -0.338 2.066 1.832
C 0.342 2.860 2.760
C 1.436 2.467 3.531
C 1.990 3.371 4.412
C 1.473 4.666 4.541
C 0.374 5.066 3.810
C -0.186 4.142 2.931
S -1.606 4.308 1.951
H -3.042 1.693 0.891
H -2.518 2.709 -0.273
H 1.826 1.462 3.440
H 2.839 3.075 5.017
H 1.928 5.358 5.240
H -0.050 6.055 3.929
C -6.249 0.620 -2.671
C -5.977 -0.764 -3.256
C -6.143 -1.868 -2.211
C -4.620 -0.806 -3.969
N -3.500 -0.276 -3.167
C -2.859 0.894 -3.300
N -1.983 1.006 -2.336
N -2.113 -0.124 -1.611
N -3.019 -0.898 -2.094
H -7.270 0.672 -2.291
H -6.133 1.411 -3.418
H -5.577 0.835 -1.832
H -6.701 -0.946 -4.054
H -5.382 -1.804 -1.432
H -6.077 -2.859 -2.669
H -7.122 -1.786 -1.735
H -4.653 -0.177 -4.856
H -4.367 -1.819 -4.273
H -3.047 1.610 -4.087
```

Atomic partial charges in e from the Mulliken method, atoms 1 to 5: 1.081 -1.608 0.698 -1.129 0.801

---

No. 4
Computed, not measured: a molecular structure, C25H24FeO4S2, with ωB97M-V with the def2-TZVPD basis set.

Calculated values
- Spin multiplicity: 5
- Energy: -90554.4398 eV
- Orbital gap (spin up / spin down): 2.76 / 4.95 eV
- Net charge: -2
- Expectation value of S²: 6.105

The geometry in XYZ format:
```
56
C25H24FeO4S2, DFT ωB97M-V with the def2-TZVPD basis set
C -3.856 -1.599 -3.544
C -3.577 -0.400 -2.888
C -2.282 -0.140 -2.413
C -1.296 -1.122 -2.559
S 0.330 -0.851 -1.856
C 0.968 0.309 -2.897
S 2.633 0.695 -3.180
C 3.619 -0.806 -3.007
C 4.084 -1.093 -1.729
C 4.784 -2.284 -1.496
C 5.031 -3.166 -2.553
C 4.607 -2.846 -3.845
C 3.923 -1.643 -4.088
O 2.716 1.057 -4.582
O 3.139 1.597 -2.161
O -0.016 -0.318 -0.544
O 1.036 -2.115 -1.933
C -1.543 -2.284 -3.294
C -2.841 -2.528 -3.767
H -4.866 -1.806 -3.902
H -4.355 0.344 -2.730
H -2.051 0.807 -1.925
H 0.403 0.332 -3.825
H 3.919 -0.390 -0.921
H 5.128 -2.495 -0.485
H 5.563 -4.110 -2.363
H 4.811 -3.530 -4.674
H 3.639 -1.366 -5.098
H -0.735 -2.989 -3.481
H -3.036 -3.454 -4.305
C 0.335 3.279 1.169
C -0.055 1.863 1.243
C -1.232 1.446 1.883
C -1.719 0.068 2.106
C -2.957 0.119 2.819
C -3.287 1.520 3.075
C -2.245 2.333 2.506
Fe -1.532 1.061 3.825
C -0.172 2.064 4.854
C 0.221 0.673 4.664
C -0.828 -0.170 5.215
C -1.869 0.698 5.750
C -1.463 2.078 5.528
H 1.430 3.313 1.047
H -0.082 3.807 0.294
H -0.006 3.789 2.092
H 0.613 1.103 0.849
H -1.197 -0.778 1.658
H -3.582 -0.740 3.052
H -4.195 1.894 3.541
H -2.174 3.417 2.435
H 0.444 2.941 4.636
H 1.183 0.331 4.264
H -0.793 -1.260 5.309
H -2.736 0.376 6.330
H -1.980 2.967 5.900
```

Atomic partial charges in e from the natural (NBO) method, atoms 1 to 5: -0.225 -0.240 -0.114 -0.310 2.186

---

energy of number 2 (C4H12O6P2)? -35202.2918 eV

---

What is the spin multiplicity in the fourth record? 5